117
Properties=species:S:1:pos:R:3:forces:R:3 method="wB97M-V/def2-TZVPD" homo_energy_ev="-12.708 / -12.713" charge=+2 homo_lumo_gap_ha="0.2368 / 0.2387" multiplicity=2 s2=0.768 de_lowest_kj_mol=160.0
Re -0.05587 -0.29151 -0.43425 -1.4 -2.3 4.5
C -3.61836 2.83004 -0.68299 0.4 -0.7 -0.1
Si -2.97906 1.07859 -1.01593 -0.6 0.0 -0.9
C -1.95781 1.05780 -2.64774 -0.5 0.0 0.7
C -4.38728 -0.19887 -0.97523 0.6 0.7 -0.1
N -1.79643 0.53342 0.16879 0.5 0.1 -1.2
P -1.13342 1.25788 1.46995 1.9 0.5 1.2
C 0.36176 0.29254 1.63020 -1.7 -0.6 -1.0
P -0.00595 -1.37865 2.16138 1.0 0.8 -0.1
N -0.28487 -2.02505 0.67223 -0.1 1.6 -1.6
Si -0.56538 -3.62137 -0.06138 0.0 -0.1 -0.4
C -1.47403 -4.72240 1.18553 0.3 0.4 -0.6
C 1.11328 -4.38592 -0.55924 -0.7 0.2 0.3
C -1.55513 -3.15007 -1.62547 0.3 -0.4 0.7
C -1.31326 -1.69930 3.36365 0.5 0.0 -0.3
C -2.60270 -2.07704 3.01554 0.1 0.0 -0.1
C -3.51076 -2.38208 4.01518 -0.1 0.0 0.0
C -3.14342 -2.28536 5.34866 0.1 0.0 0.0
C -1.86951 -1.85853 5.69241 0.0 0.0 0.1
C -0.95415 -1.56493 4.70159 0.0 0.0 0.0
C 1.49052 -2.12765 2.85530 -0.5 0.0 0.0
C 2.72602 -1.50733 2.71621 -0.1 0.1 -0.1
C 3.85649 -2.10864 3.24710 0.0 0.0 0.0
C 3.75418 -3.32959 3.89407 0.0 0.0 0.0
C 2.52490 -3.96150 4.00820 0.0 -0.1 0.0
C 1.39131 -3.35832 3.49711 0.0 0.0 0.0
C -0.65398 2.93711 0.96929 -0.4 -0.4 0.1
C -1.27117 4.07404 1.47620 0.1 -0.2 0.0
C -0.98623 5.30984 0.91968 0.0 0.1 0.0
C -0.08205 5.41425 -0.12412 -0.1 0.0 0.0
C 0.54424 4.28287 -0.62571 0.0 -0.1 -0.1
C 0.24941 3.04697 -0.08321 0.0 -0.2 -0.1
C -2.17216 1.37315 2.92950 0.2 0.0 -0.4
C -1.51936 1.67284 4.12106 0.0 0.1 -0.1
C -2.24888 1.78527 5.28869 0.0 0.1 0.0
C -3.62472 1.60166 5.26023 0.0 0.0 0.0
C -4.27050 1.29110 4.07249 -0.1 0.0 0.0
C -3.54412 1.17046 2.89990 0.1 0.1 -0.1
H -4.49309 3.00424 -1.29969 -0.2 0.0 -0.2
H -3.91353 2.97346 0.35157 -0.1 0.0 0.2
H -2.88786 3.59524 -0.92626 0.2 0.1 -0.1
H -2.61728 1.10289 -3.51058 -0.1 0.0 -0.2
H -1.29260 1.92211 -2.70697 0.0 0.0 0.1
H -1.35051 0.14947 -2.76814 -0.1 -0.1 -0.1
H -4.96527 -0.11676 -1.88868 -0.2 0.0 -0.2
H -4.04485 -1.22506 -0.88812 0.2 -0.1 0.0
H -5.06217 -0.00735 -0.14620 -0.1 0.1 0.2
H -0.94669 -4.77421 2.13311 0.1 0.0 0.1
H -2.49099 -4.40415 1.38842 -0.1 0.1 0.0
H -1.52226 -5.72922 0.78615 0.0 -0.3 -0.1
H 1.48997 -5.04263 0.21998 0.1 -0.1 0.2
H 0.99082 -4.98272 -1.45856 -0.1 -0.1 -0.2
H 1.87095 -3.63540 -0.76469 0.0 0.2 0.0
H -2.53998 -2.75910 -1.39053 -0.1 0.1 0.1
H -1.02157 -2.39370 -2.20455 0.1 0.0 -0.1
H -1.69931 -4.00169 -2.28040 0.0 -0.2 -0.2
H -2.88517 -2.13681 1.97387 0.0 -0.1 -0.1
H -4.50662 -2.70854 3.75666 -0.1 0.0 0.0
H -3.85055 -2.53616 6.12372 -0.1 0.0 0.1
H -1.58084 -1.76888 6.72751 0.0 0.0 0.1
H 0.04693 -1.24182 4.94953 0.1 0.0 0.2
H 2.77203 -0.55317 2.20733 0.1 0.1 0.0
H 4.81854 -1.62332 3.17175 0.0 0.1 0.0
H 4.63210 -3.78477 4.32331 0.1 -0.1 0.0
H 2.44713 -4.91683 4.50479 0.0 -0.1 0.1
H 0.42321 -3.82182 3.62352 0.0 -0.1 0.0
H -1.97430 3.99438 2.29327 -0.1 0.0 0.0
H -1.47839 6.19315 1.29474 0.0 0.1 0.1
H 0.13007 6.37918 -0.55538 0.0 0.1 0.0
H 1.24905 4.36909 -1.43859 0.1 0.0 -0.1
H 0.73093 2.14457 -0.48185 0.1 0.3 0.1
H -0.44547 1.81202 4.11764 0.1 0.0 0.1
H -1.74830 2.01536 6.21748 0.0 0.0 0.1
H -4.19613 1.69473 6.17097 -0.1 0.0 0.1
H -5.34072 1.14295 4.05881 -0.1 0.0 0.0
H -4.03182 0.91993 1.96829 -0.1 0.0 -0.1
C 5.41115 1.33472 -0.47452 -0.1 -0.2 -0.3
C 6.36516 0.13786 -0.57863 -0.3 -0.3 0.0
C 6.56877 -0.37931 0.85227 -0.1 -0.2 -0.3
C 7.73727 0.59446 -1.10101 -0.2 -0.4 -0.4
Si 5.64682 -1.22846 -1.79294 0.9 -0.2 -0.1
Br 2.11289 -0.81400 -1.32561 0.8 0.3 -0.7
C 5.44594 -0.80741 -3.69649 -0.3 0.1 0.4
C 5.29020 0.70478 -3.91249 0.1 -0.2 0.3
C 6.71932 -1.30028 -4.41021 0.0 -0.2 0.6
C 4.22880 -1.47928 -4.34698 0.1 -0.1 0.4
C 5.71174 -3.09145 -1.19367 -0.3 0.2 -0.2
C 4.97609 -3.27293 0.14349 0.1 0.3 -0.2
C 7.19429 -3.47598 -1.04460 0.0 0.6 -0.1
C 5.06719 -4.04062 -2.21390 0.1 0.4 0.0
H 5.78022 2.01955 0.28535 0.1 0.1 0.1
H 4.42154 0.99709 -0.18417 -0.3 0.1 0.1
H 5.33323 1.88550 -1.40298 -0.1 0.1 -0.2
H 7.05627 0.39677 1.43981 0.0 0.1 0.0
H 7.20257 -1.25768 0.89722 0.1 -0.1 0.1
H 5.61804 -0.60458 1.32046 -0.2 -0.1 0.2
H 8.10125 1.41565 -0.48737 0.0 0.1 0.2
H 7.70363 0.94636 -2.12627 0.0 0.1 -0.2
H 8.45898 -0.21591 -1.04450 0.2 -0.1 0.0
H 6.15501 1.26174 -3.56530 0.0 0.2 0.1
H 4.39634 1.06497 -3.41073 -0.1 0.2 0.0
H 5.18060 0.90366 -4.97642 0.0 0.0 -0.1
H 7.62550 -0.90684 -3.95785 0.2 0.1 0.0
H 6.69684 -0.96812 -5.44509 -0.1 0.1 -0.1
H 6.77772 -2.38515 -4.41374 0.1 -0.2 0.0
H 3.30659 -1.07155 -3.94826 -0.2 0.0 0.0
H 4.21873 -2.55221 -4.21032 0.0 -0.2 0.0
H 4.25695 -1.28727 -5.41667 0.0 0.1 -0.2
H 5.48619 -2.78439 0.96315 0.0 0.1 0.1
H 4.91155 -4.33275 0.37933 0.0 -0.2 0.0
H 3.96527 -2.88353 0.07771 -0.3 0.0 0.2
H 7.68803 -2.88361 -0.28170 0.2 0.0 0.1
H 7.73430 -3.34208 -1.97858 0.2 -0.1 -0.2
H 7.27910 -4.52038 -0.75574 -0.1 -0.2 0.0
H 4.02831 -3.77049 -2.38165 -0.2 -0.1 -0.1
H 5.09400 -5.05742 -1.82438 0.0 -0.1 0.1
H 5.60470 -4.04621 -3.15936 0.0 0.0 -0.1